# 1
# C9H15N2O4

An isolated ion of composition C9H15N2O4 and charge +1 at a distorted geometry (the ωB97M-V functional and the def2-TZVPD basis, OMol25).

The calculation puts the energy above the lowest of the compared OMol25 structures with the same formula, charge and spin at 160.4 kJ/mol. The calculation puts the LUMO energy (spin up / spin down) at -3.14 / -8.30 eV. The HOMO-LUMO gap (spin up / spin down) comes out at 6.530 / 5.317 eV. The total energy comes out at -761.93512 Ha. The highest occupied orbital energy (spin up / spin down) comes out at -9.67 / -13.61 eV.

ORCA input file:
```
! RIJCOSX wB97M-V def2-TZVPD def2/J DEFGRID3
* xyz 1 3
C 2.508 -0.767 -0.178
C 2.719 1.487 0.397
C 1.251 1.205 0.627
C -0.007 -0.266 -0.750
C -0.524 1.202 -0.808
C 0.993 -0.245 0.358
C -2.254 -0.034 0.013
C -3.271 -0.239 -1.089
C -2.774 -0.349 1.426
N 3.270 0.253 -0.045
N 2.732 -1.944 -0.697
O 0.541 1.913 -0.356
O -1.092 -1.013 -0.247
O -1.613 1.200 0.098
O 0.659 -1.012 1.411
H 2.625 2.237 -0.438
H 3.166 1.890 1.390
H 1.034 1.357 1.663
H 0.350 -0.525 -1.745
H -0.584 1.531 -1.871
H -4.174 0.308 -0.773
H -3.580 -1.264 -1.008
H -3.064 0.000 -2.120
H -3.427 -1.195 1.428
H -3.370 0.533 1.642
H -1.936 -0.638 2.033
H 4.300 0.261 -0.322
H 2.098 -2.767 -0.491
H 3.735 -2.091 -0.876
H -0.311 -1.027 1.328
*
```

***

# 2
# C36H103AsF6N9O11

C36H103AsF6N9O11 as an isolated structure at a distorted geometry (the ωB97M-V functional and the def2-TZVPD basis, OMol25).

The calculation puts the LUMO energy (spin up / spin down) at 3.81 / 3.80 eV. The HOMO-LUMO gap (spin up / spin down) comes out at 2.531 / 8.196 eV. The total energy comes out at -5588.72483 Ha. The highest occupied orbital energy (spin up / spin down) comes out at 1.28 / -4.40 eV.

ORCA input file:
```
! RIJCOSX wB97M-V def2-TZVPD def2/J DEFGRID3
* xyz -2 2
As 0.099 -0.350 0.117
F 1.188 -0.516 -1.340
F -0.743 1.097 -0.500
F -0.907 -0.395 1.611
F 0.832 -1.838 0.777
F 1.380 0.679 0.917
F -1.162 -1.315 -0.634
O 1.436 -4.328 0.070
H 0.903 -3.546 0.212
H 1.638 -4.314 -0.865
O 0.820 0.440 -3.878
H -0.107 0.235 -3.994
H 1.002 0.220 -2.964
C -6.038 -1.897 -4.645
C -4.838 -2.773 -5.030
C -4.260 -3.644 -3.880
O -3.638 -2.830 -2.891
C -3.166 -3.594 -1.768
N -5.299 -3.622 -6.105
H -6.231 -1.010 -5.248
H -5.780 -1.468 -3.677
H -6.952 -2.452 -4.434
H -4.113 -2.045 -5.395
H -3.576 -4.420 -4.221
H -5.033 -4.291 -3.465
H -3.875 -4.349 -1.429
H -2.948 -2.953 -0.913
H -2.272 -4.146 -2.059
H -5.868 -4.405 -5.816
H -5.864 -3.071 -6.735
C 5.014 -6.490 -1.907
C 3.612 -6.601 -2.541
C 3.125 -5.405 -3.325
O 2.620 -4.468 -2.385
C 1.789 -3.456 -2.912
N 3.700 -7.721 -3.408
H 5.785 -6.190 -2.617
H 5.443 -7.356 -1.402
H 4.949 -5.694 -1.166
H 2.967 -6.817 -1.690
H 2.318 -5.745 -3.974
H 3.871 -5.052 -4.037
H 2.304 -2.670 -3.466
H 1.173 -3.007 -2.132
H 1.050 -3.931 -3.556
H 4.219 -7.354 -4.192
H 2.756 -7.938 -3.695
C 5.227 3.729 2.366
C 3.884 2.988 2.390
C 2.656 3.963 2.268
O 2.460 4.676 3.495
C 1.567 5.778 3.318
N 3.793 2.028 1.297
H 5.298 4.391 3.228
H 5.470 4.205 1.416
H 6.059 3.040 2.514
H 3.839 2.448 3.336
H 1.663 3.522 2.178
H 2.785 4.681 1.458
H 2.098 6.483 2.678
H 1.442 6.190 4.320
H 0.623 5.584 2.810
H 2.868 1.629 1.372
H 4.452 1.286 1.487
C -3.152 0.850 -4.701
C -2.622 0.642 -3.285
C -3.545 0.736 -2.056
O -4.059 2.074 -1.956
C -5.015 2.220 -0.964
N -1.980 -0.658 -3.278
H -3.779 1.741 -4.700
H -3.788 0.001 -4.951
H -2.391 0.952 -5.475
H -1.792 1.337 -3.156
H -3.037 0.600 -1.102
H -4.386 0.045 -2.113
H -5.652 3.089 -1.126
H -4.567 2.414 0.010
H -5.638 1.358 -0.725
H -2.743 -1.318 -3.221
H -1.456 -0.789 -2.425
C -0.598 -6.530 5.985
C 0.043 -6.447 4.573
C -0.128 -4.995 3.993
O -1.401 -4.528 3.574
C -1.623 -3.292 2.941
N 1.501 -6.724 4.726
H -0.191 -5.889 6.766
H -0.613 -7.535 6.408
H -1.626 -6.167 5.957
H -0.505 -7.057 3.855
H 0.496 -4.991 3.100
H 0.312 -4.312 4.720
H -1.482 -2.486 3.661
H -2.683 -3.304 2.686
H -1.043 -3.128 2.033
H 2.011 -6.092 5.326
H 1.894 -6.492 3.825
C 2.168 -1.542 7.737
C 2.564 -0.060 7.478
C 2.395 0.446 5.966
O 1.097 0.323 5.458
C 0.948 0.456 4.093
N 1.767 0.620 8.506
H 2.527 -1.866 8.714
H 2.495 -2.352 7.086
H 1.084 -1.657 7.770
H 3.608 0.057 7.770
H 3.148 0.016 5.305
H 2.591 1.516 5.900
H 1.612 -0.168 3.494
H 0.886 1.522 3.874
H 0.031 -0.019 3.747
H 0.879 0.139 8.498
H 1.553 1.575 8.256
C 3.095 3.982 -3.003
C 3.284 3.178 -1.748
C 3.773 1.691 -2.062
O 5.181 1.651 -2.398
C 5.633 0.336 -2.365
N 4.208 3.913 -0.927
H 3.039 5.042 -2.756
H 2.146 3.780 -3.498
H 3.916 3.818 -3.701
H 2.315 3.090 -1.256
H 3.120 1.256 -2.818
H 3.566 1.070 -1.190
H 6.611 0.369 -2.846
H 5.037 -0.356 -2.960
H 5.734 -0.012 -1.337
H 4.281 3.320 -0.114
H 5.035 3.659 -1.449
C -2.273 4.817 3.668
C -2.286 4.376 2.166
C -2.465 2.833 2.029
O -3.732 2.345 2.499
C -3.715 1.014 2.858
N -3.525 4.917 1.572
H -1.331 4.441 4.067
H -3.108 4.417 4.243
H -2.175 5.899 3.757
H -1.346 4.747 1.758
H -1.586 2.371 2.477
H -2.425 2.626 0.960
H -3.954 0.388 1.998
H -4.610 0.927 3.475
H -2.860 0.670 3.440
H -3.570 4.666 0.595
H -4.315 4.484 2.029
C -0.979 4.427 -1.650
C -1.941 5.112 -2.677
C -1.827 4.446 -4.081
O -0.478 4.472 -4.574
C -0.446 4.055 -5.934
N -3.358 5.020 -2.238
H -0.806 5.185 -0.886
H 0.018 4.314 -2.076
H -1.325 3.442 -1.336
H -1.643 6.158 -2.755
H -2.534 4.917 -4.764
H -2.197 3.425 -3.992
H 0.564 3.976 -6.337
H -0.995 4.789 -6.523
H -0.884 3.071 -6.101
H -3.475 4.018 -2.187
H -4.014 5.294 -2.956
*
```

***

# 3
# C5H8O2

C5H8O2 as an isolated structure (the ωB97M-V functional and the def2-TZVPD basis, OMol25).

The calculation puts the energy above the lowest of the compared OMol25 structures with the same formula, charge and spin at 169.5 kJ/mol. The calculation puts the LUMO energy at 1.02 eV. The HOMO-LUMO gap comes out at 10.757 eV. The total energy comes out at -345.74039 Ha. The highest occupied orbital energy comes out at -9.74 eV.

ORCA input file:
```
! RIJCOSX wB97M-V def2-TZVPD def2/J DEFGRID3
* xyz 0 1
O 2.089 -0.960 -0.316
C 1.024 -0.387 0.407
C 0.632 1.039 -0.081
C -0.764 0.698 -0.626
C -1.421 0.013 0.568
C -0.370 -1.023 0.162
O -0.570 -0.621 -1.229
H 1.848 -0.959 -1.254
H 1.340 -0.437 1.451
H 0.588 1.760 0.741
H 1.315 1.412 -0.847
H -1.278 1.404 -1.277
H -1.400 0.480 1.557
H -2.415 -0.373 0.325
H -0.617 -2.046 0.419
*
```

***

# 4
# H4S2

A 2-piece molecular cluster, H4S2 overall (the ωB97M-V functional and the def2-TZVPD basis, OMol25).

The calculation puts the energy above the lowest of the compared OMol25 structures with the same formula, charge and spin at 17.7 kJ/mol. The calculation puts the LUMO energy at 0.73 eV. The HOMO-LUMO gap comes out at 10.147 eV. As for the structure (SMILES): S.S. The total energy comes out at -798.74268 Ha. The highest occupied orbital energy comes out at -9.42 eV.

ORCA input file:
```
! RIJCOSX wB97M-V def2-TZVPD def2/J DEFGRID3
* xyz 0 1
S 0.952 0.598 1.303
H 0.198 1.649 1.674
H -0.123 -0.208 1.217
S -0.795 -0.427 -1.743
H 0.477 -0.790 -1.993
H -0.709 -0.821 -0.459
*
```